This record from the OMol25 dataset describes a structure of composition C6H15N6O12Pb. The level of theory is the ωB97M-V functional and the def2-TZVPD basis.

Its multiplicity is 2. The charge is 0. The HOMO energy (alpha / beta) is -7.70 / -7.67 eV. Its total energy is -45223.589 eV. The lowest unoccupied orbital energy (alpha / beta) is 0.10 / -4.52 eV.

Each line ends with the natural charge from an NBO analysis.
Positions of all 40 atoms, in Å:
Pb -0.897 0.544 0.035  1.66
O -1.804 1.714 4.250  -0.67
C -1.701 1.669 2.967  0.94
O -0.968 2.390 2.415  -0.69
O -2.084 0.658 2.280  -0.95
H -2.147 0.833 4.416  0.48
O -2.907 0.103 -4.476  -0.63
C -3.053 -0.531 -3.310  0.92
O -3.712 -1.544 -3.162  -0.35
O -2.341 -0.100 -2.348  -0.43
H -2.349 0.810 -4.146  0.50
O 2.317 2.864 -1.688  -0.71
C 1.361 3.159 -0.848  0.93
O 0.253 2.721 -1.272  -0.91
O 1.460 3.735 0.231  -0.72
H 1.637 2.656 -2.333  0.49
C 1.949 -0.741 -2.495  0.76
O 1.318 -0.493 -1.505  -0.69
N 1.674 -0.225 -3.648  -0.81
N 2.813 -1.697 -2.609  -0.81
H 0.953 0.481 -3.684  0.41
H 2.296 -0.458 -4.409  0.38
H 3.429 -1.747 -3.408  0.38
H 3.064 -2.112 -1.723  0.41
C 1.954 0.273 2.304  0.80
O 1.113 -0.114 1.502  -0.75
N 2.707 1.327 2.042  -0.80
N 2.288 -0.171 3.496  -0.82
H 3.319 1.699 2.754  0.38
H 2.318 1.870 1.284  0.44
H 2.883 0.314 4.153  0.40
H 1.748 -0.933 3.879  0.39
C -1.989 -2.248 0.779  0.78
O -1.287 -1.845 -0.080  -0.72
N -1.750 -2.946 1.813  -0.79
N -3.276 -2.063 0.726  -0.81
H -2.401 -3.083 2.574  0.41
H -0.773 -3.198 1.831  0.41
H -3.917 -2.058 1.506  0.40
H -3.498 -1.515 -0.093  0.39